(1)
The following is a quantum chemistry calculation of a molecular structure, C49H46ClF3I2N3O8P3S3Y, from the Open Molecules 2025 dataset.

Element x y z (Å)
Y  -1.034  -2.455  2.319
O  -5.539  -1.715  2.227
C  -4.300  -1.822  1.996
N  -3.327  -2.008  2.874
C  -3.814  -2.123  4.249
C  -2.761  -1.883  5.288
C  -3.146  -1.318  6.509
C  -2.169  -1.076  7.412
C  -0.813  -1.371  7.167
C  -0.559  -1.864  5.924
N  -1.477  -2.085  4.979
C  -3.862  -1.596  0.539
C  -4.808  -1.731  -0.482
C  -4.452  -1.471  -1.792
C  -3.094  -1.235  -2.127
C  -2.225  -1.357  -1.008
N  -2.546  -1.445  0.261
H  -4.717  -1.514  4.400
H  -4.110  -3.135  4.547
H  -4.216  -1.158  6.780
H  -2.403  -0.536  8.293
H  -0.004  -1.365  7.886
H  0.452  -2.061  5.631
H  -5.812  -1.795  -0.031
H  -5.171  -1.369  -2.623
H  -2.874  -1.009  -3.193
H  -1.151  -1.226  -1.197
C  -3.713  -4.968  -2.030
C  -2.336  -5.533  -2.172
O  -1.489  -4.397  -1.756
P  -0.697  -4.488  -0.317
S  0.499  -2.841  -0.132
S  -2.002  -4.878  1.167
O  0.273  -5.691  -0.722
C  1.617  -5.862  -0.197
C  2.546  -6.085  -1.261
H  -4.452  -5.748  -1.730
H  -3.984  -4.318  -2.935
H  -3.693  -4.236  -1.231
H  -1.976  -5.705  -3.119
H  -2.158  -6.452  -1.589
H  1.595  -6.555  0.660
H  1.945  -4.973  0.436
H  2.344  -6.986  -1.900
H  3.614  -6.217  -0.880
H  2.425  -5.172  -1.831
F  6.642  -2.772  -3.924
C  6.467  -4.106  -3.724
F  6.107  -4.283  -2.472
F  7.686  -4.608  -3.854
S  5.364  -4.962  -4.831
O  4.193  -4.117  -4.833
O  5.136  -6.256  -4.219
O  6.034  -5.099  -6.158
I  1.217  -4.135  3.350
I  -4.847  0.272  13.591
C  -0.085  2.981  -0.911
P  -1.358  2.170  -1.930
C  -1.905  3.589  -3.036
C  -0.905  4.355  -3.586
C  -1.092  5.338  -4.495
C  -2.416  5.510  -4.920
C  -3.491  4.766  -4.419
C  -3.223  3.769  -3.392
C  -0.218  1.325  -3.066
C  0.773  0.511  -2.431
C  1.539  -0.378  -3.163
C  1.276  -0.487  -4.566
C  0.366  0.278  -5.183
C  -0.345  1.272  -4.483
P  -0.668  4.002  0.458
C  -0.520  5.687  -0.405
C  -1.678  6.204  -0.903
C  -1.674  7.393  -1.584
C  -0.449  8.079  -1.699
C  0.770  7.534  -1.207
C  0.708  6.354  -0.480
C  0.862  3.955  1.516
C  0.741  4.494  2.783
C  1.806  4.303  3.604
C  3.062  3.736  3.250
C  3.207  3.309  1.963
C  2.077  3.467  1.116
H  0.647  3.400  -1.524
H  0.322  2.074  -0.501
H  0.104  4.015  -3.496
H  -0.365  6.045  -4.874
H  -2.786  6.268  -5.635
H  -4.554  5.059  -4.786
H  -4.081  3.301  -2.844
H  0.860  0.555  -1.395
H  2.320  -0.952  -2.690
H  1.830  -1.219  -5.111
H  0.138  0.108  -6.189
H  -1.002  2.002  -5.017
H  -2.625  5.576  -0.909
H  -2.494  7.929  -2.061
H  -0.434  9.018  -2.350
H  1.733  7.938  -1.434
H  1.504  5.875  0.004
H  -0.078  4.987  3.225
H  1.793  4.704  4.614
H  3.752  3.491  4.034
H  4.001  2.748  1.596
H  2.243  3.188  0.084
Cl  6.534  -0.047  4.337
C  4.973  -0.237  3.645
C  4.852  -0.255  2.302
C  3.584  -0.235  1.702
C  2.476  -0.274  2.492
C  2.594  -0.483  3.851
C  3.819  -0.424  4.506
C  1.047  -0.254  1.851
O  0.139  -0.662  2.677
O  0.825  0.061  0.704
H  5.676  -0.239  1.630
H  3.509  -0.147  0.599
H  1.634  -0.705  4.385
H  3.925  -0.827  5.536

Spin multiplicity ... 2
Electronic energy ... -170710.8395 eV
Orbital gap (alpha / beta) ... 6.563 / 2.180 eV
Charge ... -2
LUMO level (alpha / beta) ... 2.72 / -1.66 eV
Energy above the lowest of the compared OMol25 structures with the same formula, charge and spin ... 73.60 kcal per mole


(2)
The following is a quantum chemistry calculation of 2 unconnected molecules or ions with the total composition C6H15OP, from the Open Molecules 2025 dataset.

Element x y z (Å)
C  -0.111  0.779  -2.212
C  1.498  1.749  0.349
C  2.140  -0.687  0.073
C  -2.304  0.650  1.085
C  -1.271  -2.445  -0.005
C  1.040  0.299  0.436
O  -1.603  0.993  -0.099
P  -0.423  0.074  -0.703
H  -0.971  0.920  -2.847
H  0.755  0.378  -2.719
H  1.906  1.951  -0.641
H  0.661  2.427  0.509
H  2.268  1.955  1.093
H  2.975  -0.595  0.766
H  2.504  -0.496  -0.934
H  1.759  -1.704  0.116
H  -3.357  0.880  0.922
H  -1.931  1.248  1.922
H  -2.191  -0.411  1.313
H  -1.100  -2.560  1.053
H  -2.304  -2.448  -0.304
H  -0.620  -3.037  -0.624
H  0.681  0.081  1.452

Electronic energy ... -17798.3119 eV
Orbital gap (alpha / beta) ... 7.392 / 7.440 eV
LUMO level (alpha / beta) ... 0.19 / 0.27 eV
Energy above the lowest of the compared OMol25 structures with the same formula, charge and spin ... 72.19 kcal per mole


(3)
The following is a quantum chemistry calculation of a molecular structure, CH2ClN3O4, from the Open Molecules 2025 dataset.

Element x y z (Å)
C  1.637  0.132  -0.238
N  0.308  0.415  -0.295
N  1.854  -1.110  0.395
N  0.087  -3.105  -0.537
O  2.554  0.780  -0.670
O  0.870  -1.882  0.592
O  -0.750  -3.588  0.089
O  0.380  -2.970  -1.633
Cl  3.526  -1.788  0.336
H  -0.277  -0.167  0.418
H  0.040  1.377  -0.257

Electronic energy ... -26245.3103 eV
Orbital gap (alpha / beta) ... 7.946 / 8.486 eV
LUMO level (alpha / beta) ... -1.29 / -0.97 eV
Energy above the lowest of the compared OMol25 structures with the same formula, charge and spin ... 9.21 kcal per mole